Entry 1:
A 4-piece molecular cluster, C6H21N2O3 overall at a distorted geometry, computed with wB97M-V/def2-TZVPD.

Properties
Frontier orbital gap (alpha / beta), eV: 10.93 / 7.91
Energy relative to the best compared isomer or geometry (same formula, charge and spin), eV: 0.0000
Expectation value of S²: 0.78
E, hartree: -575.70771
Strongest force on any atom, Eh/bohr: 0.09856

Geometry as ORCA input:
```
! wB97M-V def2-TZVPD RIJCOSX def2/J DEFGRID3
* xyz 2 2
C 0.639 2.933 -0.464
C -0.417 2.664 0.568
C -0.927 1.253 0.708
C -1.648 0.733 -0.336
N -2.191 -0.564 -0.160
C -2.118 -1.486 -1.273
C -0.792 -2.056 -1.860
N 1.822 2.148 -0.045
H 0.903 4.043 -0.488
H 0.112 2.755 -1.456
H 0.128 2.841 1.613
H -1.182 3.567 0.640
H -0.600 0.785 1.690
H -1.670 1.296 -1.263
H -1.910 -0.948 0.711
H -2.654 -1.068 -2.101
H -2.567 -2.480 -0.947
H -0.266 -1.472 -2.662
H -0.120 -2.468 -1.121
H -1.149 -2.915 -2.580
H 2.577 2.292 -0.749
H 1.680 1.217 0.430
H 2.172 2.716 0.866
H 0.170 -2.817 0.725
H -0.095 -2.461 2.349
O -0.089 -2.211 1.372
H 2.343 -0.897 1.217
H 0.773 -0.649 1.455
O 1.709 -0.132 1.436
H 2.760 -2.685 -0.604
H 2.359 -1.078 -0.708
O 2.182 -2.021 -0.264
*
```



Entry 2:
C45H67GeInN3O3P3 as an isolated structure, computed with wB97M-V/def2-TZVPD.

Properties
Frontier orbital gap, eV: 7.72
E, hartree: -5435.62636
Strongest force on any atom, Eh/bohr: 0.01835

Geometry as ORCA input:
```
! wB97M-V def2-TZVPD RIJCOSX def2/J DEFGRID3
* xyz 2 1
In 0.702 1.208 0.263
C 3.385 2.183 2.002
O 2.016 1.857 2.281
C 1.337 2.821 3.079
C 0.795 3.917 2.214
O -0.111 3.295 1.300
C -1.063 4.196 0.715
H 3.943 2.254 2.936
H 3.465 3.120 1.452
H 3.793 1.376 1.403
H 1.992 3.218 3.855
H 0.505 2.294 3.546
H 1.581 4.437 1.661
H 0.269 4.642 2.838
H -1.635 4.690 1.500
H -1.730 3.601 0.099
H -0.562 4.947 0.103
C 0.601 -2.042 2.916
P -0.044 -0.946 1.604
C 0.006 -2.052 0.160
C 1.143 -1.993 -0.648
C 1.290 -2.854 -1.724
C 0.292 -3.775 -2.010
C -0.836 -3.852 -1.202
C -0.973 -3.006 -0.111
C -1.749 -0.593 2.101
C -2.617 -1.599 2.534
C -3.881 -1.276 3.003
C -4.290 0.052 3.059
C -3.434 1.058 2.636
C -2.170 0.735 2.166
P 2.349 -2.675 2.607
C 2.155 -4.317 3.381
C 2.396 -5.441 2.595
C 2.267 -6.717 3.134
C 1.900 -6.872 4.462
C 1.663 -5.753 5.256
C 1.786 -4.482 4.719
C 3.236 -1.748 3.922
C 2.945 -0.407 4.169
C 3.628 0.297 5.152
C 4.629 -0.325 5.886
C 4.955 -1.647 5.617
C 4.269 -2.353 4.637
H -0.063 -2.907 2.869
H 0.511 -1.565 3.893
H 1.949 -1.311 -0.399
H 2.186 -2.817 -2.333
H 0.404 -4.449 -2.851
H -1.610 -4.578 -1.416
H -1.843 -3.104 0.527
H -2.316 -2.639 2.524
H -4.543 -2.063 3.342
H -5.269 0.302 3.447
H -3.750 2.095 2.680
H -1.498 1.533 1.870
H 2.695 -5.317 1.560
H 2.457 -7.587 2.518
H 1.799 -7.864 4.883
H 1.388 -5.873 6.296
H 1.613 -3.615 5.349
H 2.179 0.095 3.594
H 3.375 1.333 5.355
H 5.152 0.218 6.663
H 5.744 -2.134 6.177
H 4.529 -3.387 4.439
C 2.764 4.706 -1.845
Ge 3.414 2.874 -1.869
C 3.793 2.245 -3.680
C 4.995 2.547 -0.777
C 1.925 1.629 -1.469
H 3.509 5.351 -2.315
H 2.599 5.071 -0.829
H 1.836 4.793 -2.411
H 4.540 2.880 -4.159
H 2.893 2.243 -4.299
H 4.191 1.230 -3.632
H 5.878 2.775 -1.374
H 5.046 1.495 -0.491
H 5.033 3.164 0.120
H 2.265 0.611 -1.685
H 1.076 1.842 -2.125
O -1.023 0.848 -1.015
P -1.940 0.646 -2.203
N -1.912 1.999 -3.132
C -2.171 3.304 -2.467
C -2.779 4.196 -3.557
C -3.382 3.204 -4.555
C -2.374 2.061 -4.536
N -3.445 0.382 -1.635
C -3.681 -0.541 -0.497
C -4.967 -1.320 -0.847
C -5.376 -0.848 -2.255
C -4.701 0.517 -2.397
N -1.395 -0.609 -3.102
C -2.259 -1.459 -3.957
C -1.584 -1.447 -5.323
C -0.096 -1.370 -4.969
C -0.052 -0.469 -3.732
H -1.240 3.714 -2.077
H -2.865 3.168 -1.631
H -2.000 4.786 -4.043
H -3.521 4.879 -3.147
H -3.504 3.622 -5.553
H -4.360 2.868 -4.206
H -1.529 2.305 -5.185
H -2.788 1.108 -4.866
H -3.815 0.034 0.421
H -2.812 -1.187 -0.365
H -5.751 -1.083 -0.127
H -4.804 -2.396 -0.813
H -6.455 -0.774 -2.374
H -5.002 -1.540 -3.008
H -5.322 1.288 -1.931
H -4.517 0.801 -3.431
H -3.282 -1.089 -3.983
H -2.272 -2.475 -3.555
H -1.877 -0.563 -5.892
H -1.839 -2.330 -5.906
H 0.501 -0.958 -5.780
H 0.286 -2.365 -4.734
H 0.132 0.571 -4.013
H 0.724 -0.773 -3.035
*
```



Entry 3:
C7H28N14O7 as an isolated structure at a distorted geometry, computed with wB97M-V/def2-TZVPD.

Properties
Frontier orbital gap, eV: 8.16
Energy relative to the best compared isomer or geometry (same formula, charge and spin), eV: 24.3177
E, hartree: -1576.21104
Strongest force on any atom, Eh/bohr: 0.28488

Geometry as ORCA input:
```
! wB97M-V def2-TZVPD RIJCOSX def2/J DEFGRID3
* xyz 0 1
C 0.078 0.015 -0.114
O 0.938 -0.171 0.583
N -1.182 -0.129 0.200
N 0.122 0.476 -1.287
H -1.940 -0.147 -0.467
H -1.500 -0.648 1.006
H 1.055 0.819 -1.469
H -0.688 0.339 -1.874
C -1.986 -2.118 2.817
O -3.186 -1.958 2.896
N -1.125 -2.360 3.741
N -1.326 -2.108 1.757
H -0.168 -2.484 3.443
H -1.446 -2.839 4.570
H -0.319 -2.033 1.723
H -1.861 -1.823 0.950
C 1.228 3.147 -2.985
O 1.188 3.014 -4.174
N 1.416 4.292 -2.425
N 1.180 2.193 -2.154
H 1.619 5.012 -3.104
H 1.636 4.405 -1.446
H 1.213 2.390 -1.164
H 1.172 1.293 -2.612
C -3.032 -3.182 0.159
O -3.848 -3.537 1.011
N -2.774 -1.892 -0.083
N -2.380 -4.028 -0.591
H -2.512 -1.728 -1.045
H -3.391 -1.259 0.405
H -2.054 -3.595 -1.443
H -2.336 -4.992 -0.294
C -0.667 3.596 -0.907
O -1.733 3.441 -1.488
N -0.140 2.856 0.017
N -0.078 4.788 -0.888
H -0.633 1.989 0.170
H 0.380 3.193 0.815
H 0.645 5.076 -0.244
H -0.438 5.508 -1.497
C 2.841 1.726 0.743
O 3.594 2.737 0.697
N 1.583 1.738 0.888
N 3.136 0.481 0.752
H 1.209 2.577 0.467
H 1.099 0.888 0.634
H 4.119 0.303 0.607
H 2.401 -0.173 0.985
C 1.148 -3.059 0.753
O 0.847 -3.062 1.898
N 1.328 -4.163 0.114
N 0.950 -2.075 -0.062
H 1.748 -4.172 -0.804
H 1.370 -5.062 0.572
H 0.484 -1.258 0.307
H 1.017 -2.231 -1.057
*
```



Entry 4:
The molecule C7H6N2 at a distorted geometry, computed with wB97M-V/def2-TZVPD.

Properties
Frontier orbital gap, eV: 9.31
Energy relative to the best compared isomer or geometry (same formula, charge and spin), eV: 0.4373
E, hartree: -379.83477
Strongest force on any atom, Eh/bohr: 0.07114

Geometry as ORCA input:
```
! wB97M-V def2-TZVPD RIJCOSX def2/J DEFGRID3
* xyz 0 1
C -2.192 0.501 0.092
C -2.049 -0.948 0.006
N -0.891 -1.618 -0.036
C 0.259 -0.887 -0.113
N 1.592 -1.267 0.005
C 2.362 -0.107 0.093
C 1.627 1.085 -0.039
C 0.233 0.578 -0.149
C -1.043 1.211 -0.034
H -3.196 0.996 0.171
H -2.975 -1.523 0.079
H 1.907 -2.206 -0.229
H 3.376 -0.259 0.338
H 2.044 2.079 0.040
H -1.055 2.367 -0.223
*
```



Entry 5:
C10H15Br3InN5O11 as an isolated structure at a distorted geometry, computed with wB97M-V/def2-TZVPD.

Properties
Frontier orbital gap, eV: 2.56
E, hartree: -9402.23277
Strongest force on any atom, Eh/bohr: 0.06196

Geometry as ORCA input:
```
! wB97M-V def2-TZVPD RIJCOSX def2/J DEFGRID3
* xyz 2 1
In -4.093 0.153 -4.872
N -2.094 1.779 -1.492
O -1.443 0.926 -0.937
O -2.712 1.372 -2.530
O -2.116 2.935 -1.050
C -1.814 2.412 2.208
N -1.584 3.901 2.247
O -1.133 4.497 1.256
O -1.806 4.462 3.295
H -2.359 2.256 1.277
H -2.290 2.174 3.159
H -0.887 1.839 2.221
C -1.834 -3.588 -2.075
N -1.476 -2.178 -2.569
O -0.313 -1.929 -2.618
O -2.409 -1.462 -2.824
H -2.784 -3.519 -1.545
H -1.095 -3.791 -1.300
H -1.799 -4.246 -2.943
C 1.900 2.438 -0.642
N 2.889 2.011 -1.698
O 3.903 1.446 -1.301
O 2.724 2.336 -2.858
H 0.936 1.951 -0.792
H 1.860 3.527 -0.649
H 2.374 2.179 0.304
C 1.272 -0.310 1.705
C 0.803 -1.040 0.636
C 1.698 -1.742 -0.122
C 3.060 -1.841 0.186
C 3.487 -1.047 1.265
C 2.658 -0.221 1.953
N 3.987 -2.689 -0.683
O 3.499 -3.455 -1.471
O 5.183 -2.678 -0.455
H 0.638 0.319 2.311
H -0.196 -0.938 0.238
H 1.289 -2.292 -0.957
H 4.529 -0.948 1.533
H 2.994 0.482 2.700
C -2.989 -1.033 1.823
Br -4.642 -0.257 2.522
Br -3.359 -2.856 1.149
Br -1.734 -1.010 3.356
H -2.717 -0.324 1.040
*
```



Entry 6:
The molecule C2H3F2OP at a distorted geometry, computed with wB97M-V/def2-TZVPD.

Properties
Frontier orbital gap, eV: 10.11
Energy relative to the best compared isomer or geometry (same formula, charge and spin), eV: 2.2647
E, hartree: -694.32867
Strongest force on any atom, Eh/bohr: 0.07732

Geometry as ORCA input:
```
! wB97M-V def2-TZVPD RIJCOSX def2/J DEFGRID3
* xyz 0 1
O 1.883 1.124 -0.707
C 1.193 0.125 -0.136
C -0.118 -0.127 -0.042
P -2.015 0.275 -0.402
F -2.470 -1.295 -0.581
F -2.461 0.269 1.163
H 2.614 1.429 -0.102
H 1.781 -0.612 0.371
H -0.408 -1.188 0.437
*
```



Entry 7:
A 5-piece molecular cluster, H9O5 overall at a distorted geometry, computed with wB97M-V/def2-TZVPD.

Properties
Frontier orbital gap, eV: 8.88
Energy relative to the best compared isomer or geometry (same formula, charge and spin), eV: 0.8826
E, hartree: -381.63040
Strongest force on any atom, Eh/bohr: 0.06312

Geometry as ORCA input:
```
! wB97M-V def2-TZVPD RIJCOSX def2/J DEFGRID3
* xyz -1 1
O -0.626 0.806 1.143
H -0.893 1.202 1.985
O -3.032 0.915 -2.134
H -2.135 1.176 -1.701
H -3.152 0.101 -1.606
O -0.701 -0.960 -0.543
H -0.418 -1.757 -0.196
H -0.824 -0.238 0.183
O 2.011 1.008 0.164
H 1.543 0.439 -0.507
H 1.170 1.100 0.728
O 2.482 -1.611 1.041
H 2.613 -0.672 1.197
H 1.961 -1.508 0.246
*
```



Entry 8:
The molecule C9H12N4S2 at a distorted geometry, computed with wB97M-V/def2-TZVPD.

Properties
Frontier orbital gap (alpha / beta), eV: 7.17 / 7.18
Energy relative to the best compared isomer or geometry (same formula, charge and spin), eV: 4.1601
E, hartree: -1365.37619
Strongest force on any atom, Eh/bohr: 0.07346

Geometry as ORCA input:
```
! wB97M-V def2-TZVPD RIJCOSX def2/J DEFGRID3
* xyz 0 1
C -3.894 -1.555 0.772
C -0.986 1.115 1.008
C -2.621 -1.158 1.139
C 0.193 1.001 1.638
C -4.039 -1.269 -0.629
C -0.945 0.088 -0.134
C 0.362 2.123 -1.386
C 3.328 -1.087 0.048
C 0.675 -1.527 -0.651
N -2.107 -0.666 -0.027
N 0.983 0.044 1.148
N -2.945 -0.783 -1.041
N 0.361 -0.536 0.128
S -0.924 0.857 -1.810
S 2.199 -2.352 -0.588
H -4.702 -1.991 1.392
H -1.886 1.797 0.947
H -2.016 -1.130 2.008
H 0.848 1.588 2.370
H -4.750 -1.522 -1.403
H -0.011 2.728 -0.612
H 0.655 2.645 -2.345
H 1.370 1.714 -1.136
H 2.957 -0.415 0.827
H 3.599 -0.370 -0.887
H 4.308 -1.617 0.382
H -0.086 -1.669 -1.423
*
```